# C18H19F4N2O6S2V

A molecular structure, C18H19F4N2O6S2V (ωB97M-V/def2-TZVPD, the OMol25 dataset).

Results
Gap between HOMO and LUMO (spin up / spin down), eV: 6.539 / 7.244
Spin multiplicity: 4
Charge: -1
LUMO (spin up / spin down), eV: 2.8 / 2.8

Geometry (Å):
1 V 0.2010 0.0300 -0.2032
2 C -1.9586 2.7528 -1.9363
3 C -1.3023 2.9145 -0.5771
4 N -1.3474 1.6948 0.2422
5 C -2.7152 1.1620 0.3979
6 C -3.7298 2.1164 1.0164
7 C -0.7012 1.9650 1.5383
8 C -0.6331 0.7416 2.4614
9 N -0.5180 -0.4879 1.6987
10 C -0.8235 -1.6445 2.2954
11 C -1.1228 -2.7718 1.4815
12 F -1.1236 -2.6054 0.1439
13 C -1.4430 -4.0018 1.9970
14 F -1.7295 -5.0113 1.1479
15 C -1.5060 -4.2401 3.3626
16 C -1.2158 -3.1651 4.1776
17 F -1.2283 -3.3370 5.5188
18 C -0.8838 -1.9208 3.6852
19 F -0.5277 -0.9734 4.5913
20 H -1.6825 3.5899 -2.5776
21 H -3.0480 2.7327 -1.8687
22 H -1.6281 1.8368 -2.4234
23 H -1.7692 3.7478 -0.0291
24 H -0.2507 3.1639 -0.7100
25 H -2.6315 0.2557 0.9945
26 H -3.0534 0.8465 -0.5902
27 H -3.4204 2.4604 2.0044
28 H -4.6817 1.5980 1.1393
29 H -3.9113 2.9947 0.3947
30 H -1.2066 2.7836 2.0723
31 H 0.3062 2.3256 1.3088
32 H -1.5239 0.7233 3.1036
33 H 0.2220 0.9099 3.1273
34 H -1.7602 -5.2087 3.7620
35 O 0.5352 0.7943 -4.1804
36 S 0.8023 0.3884 -2.8299
37 O 0.9322 1.4469 -1.8154
38 O -0.1851 -0.5695 -2.2828
39 C 2.4780 -0.3036 -2.8351
40 C 3.0053 -0.4646 -4.1057
41 C 4.3406 -0.7954 -4.3107
42 C 5.1720 -0.9425 -3.2210
43 C 4.6485 -0.8077 -1.9396
44 C 3.3152 -0.5055 -1.7168
45 S 2.8130 -0.6736 0.0302
46 O 2.3065 0.5982 0.5661
47 O 3.9593 -1.2088 0.7061
48 O 1.6523 -1.5734 -0.1125
49 H 2.3572 -0.2919 -4.9526
50 H 4.7149 -0.9155 -5.3192
51 H 6.2206 -1.1789 -3.3490
52 H 5.2801 -0.9748 -1.0791



# C4H8Cl2FeIO16S2

A molecular structure, C4H8Cl2FeIO16S2 at a distorted geometry (ωB97M-V/def2-TZVPD, the OMol25 dataset).

Results
Gap between HOMO and LUMO (spin up / spin down), eV: 7.634 / 7.641
Spin multiplicity: 5
Charge: -1
LUMO (spin up / spin down), eV: 2.2 / 2.2

Geometry (Å):
1 Fe -2.2677 -0.6728 0.3045
2 I -3.3212 -2.6893 1.7371
3 Cl 0.6791 0.0260 2.3213
4 O 1.3689 -1.1334 1.8032
5 O 0.7181 0.0321 3.7512
6 O 1.2610 1.2513 1.8162
7 O -0.7106 -0.0299 1.8585
8 Cl -4.7136 0.6540 -0.3706
9 O -4.0103 0.8708 0.8949
10 O -3.6690 0.0936 -1.2592
11 O -5.7605 -0.2954 -0.1892
12 O -5.1823 1.8788 -0.9184
13 C 1.1931 3.3406 0.2268
14 C 2.1856 2.3709 -0.4315
15 O 1.3957 1.2738 -0.8881
16 S -0.0327 1.7826 -1.3057
17 O -0.9672 0.8070 -0.9046
18 O -0.0125 2.2325 -2.6355
19 O -0.1044 3.0126 -0.3243
20 H 1.3912 4.3584 -0.1019
21 H 1.1445 3.2109 1.3016
22 H 2.8808 1.9380 0.2822
23 H 2.7332 2.8212 -1.2601
24 C 2.1049 -1.6926 -0.5170
25 C 1.8418 -2.9785 0.2812
26 O 0.4512 -3.2485 0.1279
27 S -0.0608 -2.7030 -1.2564
28 O -1.2796 -2.0275 -1.0426
29 O 0.0348 -3.6811 -2.2707
30 O 1.0651 -1.6115 -1.4821
31 H 3.0893 -1.6533 -0.9765
32 H 2.0495 -0.8644 0.1947
33 H 2.0788 -2.8508 1.3318
34 H 2.4260 -3.8233 -0.0986



E_tot (computed, Eh): -3398.25639 -4638.81133
Energy relative to the best compared isomer or geometry (same formula, charge and spin) (computed, kcal per mole): 5.7 12.7